# 1
Below is a molecular structure, C31H43I2MoN8, with properties calculated with ωB97M-V/def2-TZVPD.

Last column: Löwdin charge in e.
Cartesian coordinates (Å):
Mo  0.38495  -0.05814  0.20360  1.28
C  3.23686  0.91465  0.67633  -0.08
N  2.46915  0.54982  -0.53716  -0.13
C  2.44033  1.63621  -1.54506  -0.07
C  1.09468  1.68066  -2.19008  -0.30
N  0.02756  1.15520  -1.62105  0.00
C  -1.03712  1.40135  -2.49553  -0.21
C  -2.38730  1.06764  -2.41292  -0.04
C  -3.20239  1.47104  -3.45063  -0.06
C  -2.69862  2.18444  -4.55129  -0.05
C  -1.36298  2.51567  -4.64700  0.02
C  -0.55201  2.10522  -3.59562  -0.16
N  0.81353  2.25782  -3.36608  0.21
C  2.35063  1.83024  1.45794  -0.32
N  1.04983  1.84138  1.22954  0.02
C  0.53040  2.86020  2.03574  -0.27
C  -0.75555  3.39339  2.11029  -0.08
C  -0.95588  4.42832  2.99970  -0.06
C  0.09110  4.93574  3.78907  -0.04
C  1.37713  4.44719  3.68755  0.02
C  1.56890  3.40820  2.78360  -0.18
N  2.71876  2.72944  2.38009  0.21
H  3.44857  0.00042  1.23462  0.12
H  4.18822  1.39364  0.43010  0.15
H  2.88439  -0.27745  -0.95267  0.08
H  2.62234  2.59001  -1.04478  0.14
H  3.22924  1.49907  -2.28761  0.15
H  -2.79423  0.53448  -1.56423  0.04
H  -4.25999  1.24762  -3.41468  0.12
H  -3.37597  2.48682  -5.33756  0.12
H  -0.97691  3.06938  -5.49157  0.13
H  1.47164  2.73229  -3.96508  0.19
H  -1.55303  3.03909  1.46967  0.08
H  -1.93485  4.88126  3.08079  0.12
H  -0.11188  5.74796  4.47295  0.12
H  2.18710  4.86503  4.26927  0.13
H  3.66144  2.91135  2.68914  0.19
I  -2.22280  0.02130  1.34291  0.95
C  -2.36851  0.73521  3.39025  -1.05
I  -0.69015  0.66677  4.62062  0.95
H  -3.15353  0.10305  3.78832  -0.02
H  -2.69353  1.76102  3.26673  -0.04
N  -3.14837  -5.58369  -2.54057  0.20
C  -2.92004  -5.25728  -1.07719  -0.12
C  -1.89432  -4.14548  -0.87940  -0.26
N  -2.27383  -2.80105  -1.26721  0.02
H  -3.84303  -6.32694  -2.65170  0.18
H  -2.28714  -5.90081  -2.99147  0.18
H  -3.49128  -4.76933  -3.05505  0.17
H  -2.59290  -6.18438  -0.60916  0.14
H  -3.89825  -4.98934  -0.67968  0.14
H  -0.94950  -4.40188  -1.36727  0.11
H  -1.66864  -4.15004  0.19030  0.12
H  -3.15648  -2.50543  -0.86837  0.07
H  -2.27113  -2.60663  -2.25958  0.06
C  0.81401  -2.10415  -2.95235  -0.06
C  1.93308  -2.99583  -2.41092  -0.35
C  3.32895  -2.35549  -2.50146  -0.03
C  1.78590  -3.63264  -1.03075  -0.16
C  2.19464  -4.96299  -0.97316  -0.03
C  2.27715  -5.65326  0.22306  -0.03
C  1.97057  -5.00326  1.40266  -0.01
C  1.56143  -3.67315  1.42327  -0.14
C  1.25516  -3.08323  2.78572  -0.36
C  -0.25315  -2.97561  3.00766  -0.08
C  2.02988  -1.81104  3.12229  -0.08
C  1.43709  -3.00071  0.18924  -0.21
N  0.94102  -1.68068  0.17563  -0.18
H  1.15821  -1.58467  -3.84825  0.09
H  0.44116  -1.36686  -2.24927  0.02
H  -0.04291  -2.70833  -3.25936  0.07
H  1.95853  -3.84703  -3.09451  0.13
H  3.57848  -1.76870  -1.61150  0.06
H  3.43155  -1.72907  -3.38846  0.09
H  4.10292  -3.12140  -2.54518  0.10
H  2.47978  -5.45839  -1.89352  0.12
H  2.60644  -6.68353  0.23800  0.12
H  2.06359  -5.53205  2.34288  0.13
H  1.61228  -3.83360  3.49447  0.13
H  -0.72453  -2.35205  2.24671  -0.01
H  -0.47846  -2.54916  3.98507  0.06
H  -0.71236  -3.96483  2.96400  0.09
H  1.62977  -0.92006  2.63097  0.01
H  3.08358  -1.92000  2.85643  0.09
H  1.98169  -1.62570  4.19599  0.08

The calculation puts the HOMO energy (alpha / beta) at -0.5574 / -0.5737 Ha. Its total charge is +3. The spin multiplicity is 3. The value obtained for the frontier orbital gap (alpha / beta) is 7.46 / 7.22 eV.

# 2
Below is 8 unconnected molecules or ions with the total composition C31H43N5O9, with properties calculated with ωB97M-V/def2-TZVPD.

Last column: Löwdin charge in e.
Cartesian coordinates (Å):
O  0.34632  0.09213  -0.30865  0.07
C  0.68167  0.97934  0.52699  -0.66
O  1.31318  0.64645  1.59121  0.09
C  1.70741  1.80354  2.35586  -0.08
C  0.73233  2.79447  1.80801  -0.10
O  0.34952  2.18325  0.59108  0.12
H  1.57639  1.76433  3.43725  0.14
H  2.74745  2.00607  2.10017  0.14
H  1.26354  3.69653  1.50433  0.14
H  -0.07192  2.97260  2.52184  0.14
O  2.70238  -4.86299  5.03754  0.13
C  1.91439  -5.17667  4.15417  -0.62
O  2.16197  -4.90342  2.91894  0.07
C  1.00617  -5.04535  2.09799  -0.10
C  0.27664  -6.11711  2.91084  -0.09
O  0.85145  -5.97851  4.23970  0.08
H  0.51384  -4.07580  2.02252  0.13
H  1.36235  -5.39990  1.13076  0.13
H  0.44717  -7.08007  2.42944  0.14
H  -0.71640  -5.66786  2.90014  0.13
O  6.50709  -5.60796  0.15583  0.11
C  6.74595  -4.40664  -0.06760  -0.53
O  5.78362  -3.51845  -0.44196  0.07
C  6.30686  -2.30244  -0.74844  -0.16
C  7.61902  -2.44768  -0.08324  -0.17
O  7.85068  -3.76553  0.15684  0.11
H  6.51184  -2.12149  -1.80359  0.14
H  5.60632  -1.59411  -0.30614  0.15
H  7.65851  -2.15320  0.96548  0.14
H  8.49264  -2.02169  -0.57661  0.14
C  -3.06754  6.59939  2.86731  -0.08
C  -1.87950  7.25613  2.53383  -0.08
C  -1.49387  7.19254  1.24438  -0.16
N  -2.15083  6.42785  0.35652  0.05
C  -3.21154  5.70530  0.68009  -0.15
C  -3.66275  5.79771  1.96121  -0.11
H  -3.45506  6.67185  3.87278  0.11
H  -1.25473  7.81401  3.21562  0.10
H  -0.52529  7.53239  0.90859  0.10
H  -3.56627  5.07902  -0.12509  0.11
H  -4.60682  5.29646  2.11568  0.10
C  -5.06114  0.53456  -5.63195  -0.08
C  -3.77190  0.18432  -5.26868  -0.08
C  -2.77149  1.11090  -5.47281  -0.13
N  -3.03976  2.35432  -5.97923  0.06
C  -4.32798  2.71054  -6.19703  -0.17
C  -5.34686  1.84034  -6.05535  -0.10
H  -5.98984  0.00944  -5.46418  0.10
H  -3.59736  -0.74431  -4.74561  0.10
H  -1.76863  0.88574  -5.14117  0.10
H  -4.54531  3.70091  -6.56899  0.10
H  -6.35805  2.09109  -6.34004  0.10
C  2.41718  5.96372  -6.11189  -0.09
C  3.09030  5.32393  -4.86026  -0.29
C  2.43872  5.60163  -3.52040  -0.18
C  2.87521  7.01904  -3.00361  -0.18
N  3.20051  8.11168  -2.68041  0.10
H  2.97230  5.68726  -7.00829  0.07
H  2.55709  7.04220  -6.03819  0.07
H  1.37993  5.62935  -6.13144  0.08
H  4.14877  5.52925  -4.70027  0.11
H  3.02786  4.26483  -5.11026  0.10
H  2.66917  4.82853  -2.78739  0.11
H  1.36125  5.68968  -3.65976  0.11
C  -1.55049  -7.02458  -5.08291  -0.09
C  -2.06134  -5.67300  -4.38835  -0.23
C  -0.96042  -4.94241  -3.54226  -0.19
C  0.13892  -4.48596  -4.44651  -0.20
N  0.87311  -4.02712  -5.27838  0.12
H  -1.87974  -6.89617  -6.11402  0.06
H  -2.01976  -7.94496  -4.73537  0.06
H  -0.48275  -7.18271  -5.23463  0.07
H  -2.94615  -5.80786  -3.76625  0.10
H  -2.33815  -5.02374  -5.21898  0.09
H  -0.69433  -5.71331  -2.81906  0.11
H  -1.47456  -4.12519  -3.03639  0.11
C  -2.17930  -2.89490  10.00125  -0.08
C  -3.21209  -2.40031  8.86761  -0.24
C  -3.18236  -0.91634  8.63002  -0.23
C  -1.84985  -0.36426  8.47583  -0.21
N  -0.68960  -0.01243  8.31747  0.13
H  -2.43975  -2.38399  10.92821  0.06
H  -1.12744  -2.73237  9.76612  0.07
H  -2.31768  -3.95904  10.19242  0.06
H  -4.24359  -2.70131  9.05062  0.10
H  -2.91094  -2.90777  7.95115  0.10
H  -3.75992  -0.52154  9.46589  0.12
H  -3.62593  -0.79215  7.64213  0.12

The calculation puts the HOMO energy at -0.3529 Ha. Its SMILES is O=C1OCCO1.O=C1OCCO1.O=C1OCCO1.c1ccncc1.c1ccncc1.CCCC#N.CCCC#N.CCCC#N. The value obtained for the frontier orbital gap is 9.73 eV.

In kcal per mole, the ΔE to the lowest compared entry with this formula, charge and spin values for the records above are, in order, 0.00 23.74.